# 1
DFT (the ωB97M-V functional and the def2-TZVPD basis) results for a 14-piece molecular cluster, C4H35NO15 overall.

XYZ file:
```
55
Properties=species:S:1:pos:R:3:forces:R:3:lowdin_spin:R:1
O 2.4342 2.6344 -0.9905 1.536 -1.210 -1.458 0.02
O 1.4254 2.6761 1.5124 2.722 -0.306 0.814 0.00
O -2.3921 -2.0198 -1.1770 0.835 -2.288 -3.669 0.00
H -1.8290 -0.4165 2.6454 -0.338 -0.825 -0.085 0.00
N 0.3148 -1.0520 -0.1372 2.586 2.034 -2.091 0.62
O 4.1514 1.6716 2.0960 -1.246 -0.967 1.282 0.00
O -4.0336 0.6661 1.4614 1.796 -0.983 1.384 0.00
H -0.6419 -2.5205 -3.5041 0.723 -0.109 0.384 0.00
H 1.7002 -2.7329 0.0621 -0.627 0.561 1.281 0.01
H 1.8339 3.2130 -1.4268 -0.799 0.971 -0.262 0.00
H -0.8171 3.4237 0.4044 0.424 -0.067 0.041 0.00
O 2.0021 -1.8800 -1.6143 0.800 2.005 0.243 0.10
H 0.0783 0.4880 3.5192 1.403 -0.084 0.086 0.00
H 4.2045 0.7608 2.4259 -0.693 0.261 0.832 0.00
H 0.6145 0.5076 -3.0056 0.613 -0.026 -0.593 0.00
H 1.5046 -2.4284 -2.2332 -1.265 -0.695 0.122 0.00
H -2.4502 -1.4207 -0.5165 -0.905 2.816 3.688 0.00
O -2.5429 -1.8279 1.7640 0.209 0.754 -1.596 0.00
C -0.8825 1.1509 -0.1886 0.810 -0.348 1.418 0.00
H 2.2825 -0.2740 -2.2580 0.576 -1.386 1.116 0.00
O -1.8697 0.3978 3.1492 -0.033 1.506 -0.744 0.00
H -0.2144 1.6890 -3.4673 -0.104 -1.637 -0.371 0.00
H 2.3750 2.4335 1.8508 -1.811 0.758 -0.633 0.00
O 2.2953 0.5324 -2.7272 -0.525 0.763 -2.111 0.00
H -2.5589 -1.5024 -1.9981 0.007 -0.627 0.030 0.00
H 4.7994 1.5376 1.4494 1.775 0.780 -2.136 0.00
H 2.4692 1.3103 -2.2154 0.557 0.536 1.058 0.00
H -2.8247 -2.4769 2.4141 0.428 -0.357 -0.131 0.00
H 2.3222 2.7024 -0.0628 -0.508 0.495 1.417 0.00
H 1.0433 0.3798 4.6123 0.495 0.113 3.240 0.00
H 0.7268 0.4479 1.1973 0.201 -0.164 -0.711 0.03
H -0.7772 -3.0440 -2.1359 0.027 -0.296 0.170 0.00
C -0.5712 2.6908 -0.3757 -1.506 -1.794 -1.826 0.00
H 0.2755 -2.7088 2.1926 2.632 -0.766 -1.248 0.00
H -0.2671 -1.3071 -0.9523 -0.821 -0.292 0.445 0.02
H -1.6177 -2.0561 1.4392 -2.111 -0.289 1.262 0.00
O -0.1532 0.6913 -3.5834 -0.400 2.321 0.695 0.00
H 1.2895 0.9144 -0.4385 0.094 -0.884 -0.127 0.04
H -1.7230 -0.9463 -4.5183 -0.170 -0.270 -1.273 0.00
H -0.3094 -1.8879 3.2449 0.175 0.749 0.945 0.00
H 0.9349 2.0370 2.0175 -0.556 -0.120 0.720 0.00
C 0.4776 0.3830 0.1113 -2.849 0.339 1.133 0.10
H -4.8582 0.6161 0.9991 -0.707 -0.458 -0.117 0.00
H -1.4461 -0.1333 -3.3292 -1.072 -1.392 -0.692 0.00
H -1.1831 0.7812 -1.2326 -0.233 0.625 1.753 0.00
O -0.4975 -2.6214 2.6770 -1.034 -0.495 0.870 0.01
H 2.4909 -1.0144 0.1151 -1.991 -1.234 -0.022 0.01
C 1.6177 -1.6863 -0.2709 2.911 -1.716 -0.516 0.03
O -0.0783 -2.9145 -2.7962 -0.974 0.244 -0.434 0.00
H -2.4546 0.9407 2.5468 0.669 -0.291 1.244 0.00
O -0.3018 2.9792 -1.5245 0.282 0.724 1.080 0.00
H -3.8018 -0.1783 1.9679 -1.262 1.325 -1.516 0.00
H -1.5662 0.9485 0.7458 0.796 0.347 -2.405 0.00
O 1.0704 0.3582 3.6991 -2.344 0.002 -3.482 0.00
O -2.0708 -0.9132 -3.6399 0.805 1.348 1.497 0.00
```
Positions in Å, forces in eV/Å.

## Properties
HOMO-LUMO gap (spin up / spin down), eV: 10.81 / 5.37
Multiplicity: 2
Total energy, Eh: -1356.356891
Largest force on an atom, eV Å⁻¹: 4.73
Energy relative to the best compared isomer or geometry (same formula, charge and spin), kJ/mol: 0.00
Net charge: +1

# 2
DFT (the ωB97M-V functional and the def2-TZVPD basis) results for a 8-piece molecular cluster, C20H34BCl21N2O4 overall.

XYZ file:
```
82
Properties=species:S:1:pos:R:3:forces:R:3:mulliken_charge:R:1
Cl -2.0346 -6.1879 -6.6218 0.030 -0.002 0.004 -0.13
H 2.5993 2.3993 2.5665 1.132 -0.119 0.330 0.44
H -0.2555 4.6097 -1.0097 0.890 0.186 -0.727 0.59
Cl 1.1411 -5.7807 -1.3964 -0.143 -0.100 0.006 -0.08
H 4.0171 -2.5237 1.4763 0.442 -1.031 -0.639 0.45
Cl -2.6363 -5.6484 2.9511 -0.003 -0.012 0.012 -0.11
H 2.4172 0.2904 2.8565 0.846 0.818 0.368 0.55
C -8.5253 2.5157 0.6916 0.095 0.036 0.100 0.05
H 3.6159 -1.1800 3.9798 -0.115 0.112 0.064 0.24
C 2.3727 1.4075 0.2635 0.352 0.135 -0.550 -0.79
H 1.9604 -1.5839 0.8613 -0.217 -0.128 -0.859 0.03
H 3.0780 0.7107 0.6392 0.463 -0.919 0.290 -0.10
H -1.7007 2.4672 0.2752 -1.031 -1.063 0.371 0.10
C 1.6211 -0.3317 2.5313 0.295 -0.350 -0.764 -0.84
H 1.1023 -0.6096 3.4092 -0.671 -0.343 1.074 0.48
C 2.2375 -1.5657 1.8932 -0.148 0.542 -0.011 -0.54
O 1.3267 3.1076 4.7294 0.607 -0.496 1.227 -0.60
Cl -3.2416 -8.0187 -4.7181 0.001 -0.029 0.005 -0.13
O 0.0134 6.1312 1.7126 0.496 -0.173 0.549 -0.49
Cl -2.5769 -5.3132 -3.9056 0.024 0.025 0.031 -0.10
H -1.2377 7.3928 0.7773 -0.468 1.113 0.468 0.39
H 2.9646 2.2609 -0.0118 0.324 0.879 0.083 0.48
Cl -7.5579 1.2316 1.4105 -0.003 -0.032 -0.004 -0.09
H -1.1408 -7.0055 -4.6237 0.067 -0.027 0.025 0.08
O -0.5713 2.5426 3.5481 -1.411 -0.542 -0.455 -0.58
H 1.7671 3.6703 1.8237 0.102 1.022 -0.306 0.16
H -9.2649 2.0611 0.0499 -0.050 -0.027 -0.055 0.28
Cl 4.3544 1.4547 -6.0029 0.003 0.002 0.018 -0.13
H -1.8686 4.0020 -1.2590 -0.364 -0.419 -0.991 0.36
H 2.9400 0.2785 -4.5599 -0.040 -0.012 0.227 -0.17
Cl -4.2475 -1.4113 0.0704 -0.067 0.040 -0.070 -0.06
C -1.7255 5.4632 0.2059 -0.001 -0.139 -0.794 -0.76
H 5.1091 -1.3697 3.4108 0.429 -0.005 0.215 0.27
H -2.2666 5.1554 1.0687 -0.505 -0.263 0.855 0.43
H -2.4224 5.9399 -0.4385 -0.871 0.573 -0.630 0.47
C 3.7099 -1.6417 1.9739 0.719 0.083 0.916 -0.81
Cl 1.9105 -6.4861 -4.8312 -0.058 -0.023 -0.113 -0.07
C 1.5240 -4.5796 -0.1707 -0.085 -0.064 0.017 0.10
Cl 2.7527 -5.1927 0.9359 0.037 0.038 0.034 -0.15
C -0.7298 6.4874 0.5690 0.214 0.053 0.562 -0.75
Cl 3.6571 -1.3634 -6.0629 0.002 -0.015 0.022 -0.12
H 0.8648 5.7991 1.4267 0.144 -0.039 0.085 0.30
H 4.1938 -0.8292 1.4633 0.152 0.714 -0.392 0.30
N 0.3969 1.3760 -0.9585 -0.248 1.251 -0.828 -0.01
Cl 1.5991 0.6502 -6.4352 -0.030 0.004 0.006 -0.13
H -0.2213 0.5399 2.1081 -1.281 0.190 0.326 0.46
C -1.1473 4.2843 -0.5311 -0.540 -0.201 0.938 -0.94
C -3.8008 -0.2574 -1.1868 0.086 -0.049 0.144 -0.22
H 1.8530 -2.4514 2.3269 -0.559 -0.997 0.493 0.63
C 1.7269 1.0093 -1.0280 -1.398 0.532 3.154 0.09
H 0.1706 1.7221 -1.8842 -0.653 -0.175 -0.069 0.38
C 1.1907 1.7494 1.1524 1.738 0.434 -0.354 3.32
C 3.5926 -5.9853 -4.6403 -0.033 -0.035 0.187 -0.05
H 1.9598 2.4299 4.9965 0.378 0.561 0.083 0.33
C -2.1223 -6.6736 -4.9284 -0.092 0.044 -0.031 0.28
N 4.1789 -1.7422 3.3589 -0.140 -0.106 0.007 -0.65
H 0.4786 -0.2120 0.7679 -0.268 -0.421 -0.790 0.89
C 1.6321 2.7012 2.2450 -0.885 -0.861 0.384 -2.65
H -3.4246 -4.0849 4.4965 -0.016 0.017 0.077 0.33
Cl 0.0716 -4.0993 0.7066 -0.030 -0.013 -0.039 -0.05
C -0.8776 3.1125 0.4024 -0.242 0.452 -1.066 -0.55
O 2.2020 0.4739 -1.9428 2.263 -2.091 -3.837 -0.71
Cl 3.7351 -4.7605 -3.3831 0.175 0.133 -0.089 -0.07
Cl -1.7922 -2.8975 3.3128 -0.005 0.066 0.048 -0.02
C 0.6969 0.4174 1.5952 -0.701 -0.161 1.273 -1.99
Cl -9.3695 3.4360 1.9352 -0.039 0.013 0.005 -0.13
H 3.9205 -5.5506 -5.5725 0.000 0.029 -0.077 0.32
C 3.1144 0.2576 -5.6232 0.026 0.005 -0.135 0.58
B 0.7575 2.7690 3.5445 0.360 0.493 -0.516 0.65
Cl -4.7136 1.2449 -1.0260 -0.016 0.002 -0.022 -0.07
H 1.9208 -3.7049 -0.6686 0.034 0.039 -0.020 0.16
Cl -4.5217 -3.4844 2.5233 -0.086 -0.095 0.130 -0.11
C -3.1339 -4.0376 3.4580 0.057 -0.018 -0.142 -0.10
H 1.0496 3.1734 -0.3093 0.508 0.975 0.033 0.62
C 0.3875 2.4235 0.0806 -0.221 -0.410 -0.140 -0.84
H -4.0338 -0.6933 -2.1472 -0.029 -0.021 -0.064 0.35
Cl -7.5229 3.5800 -0.2976 0.008 0.000 -0.036 -0.12
Cl -2.0693 0.0551 -1.1079 -0.179 -0.028 -0.108 0.01
H -0.8823 3.4941 1.3899 0.196 0.054 1.078 0.53
H -0.0711 6.6962 -0.2446 0.548 0.137 -0.830 0.35
Cl 4.6192 -7.3716 -4.2869 0.021 -0.016 -0.015 -0.12
H -0.7968 1.6542 3.8432 -0.321 0.273 0.244 0.31
```
Positions in Å, forces in eV/Å.

## Properties
HOMO-LUMO gap, eV: 9.61
Total energy, Eh: -10881.837280
SMILES string: NCCCC[C@@]1(CB(O)O)CC(=O)N[C@H]1CCCCO.ClC(Cl)Cl.ClC(Cl)Cl.ClC(Cl)Cl.ClC(Cl)Cl.ClC(Cl)Cl.ClC(Cl)Cl.ClC(Cl)Cl
Largest force on an atom, eV Å⁻¹: 4.92

# 3
DFT (the ωB97M-V functional and the def2-TZVPD basis) results for a 5-piece molecular cluster, C40H46ClIO7S overall.

XYZ file:
```
96
Properties=species:S:1:pos:R:3:forces:R:3:mulliken_charge:R:1
C 0.9451 1.1711 0.3872 -0.362 0.168 0.265 0.20
C -5.3372 -0.8367 7.7750 -0.017 0.047 0.030 -0.42
C 6.4070 -1.3887 -7.1355 -0.034 -0.044 0.010 -0.41
H -3.7738 6.9364 -4.1649 -0.143 -2.061 0.140 0.37
H -3.5760 0.3935 7.7118 -0.058 -0.034 0.014 0.46
H 3.8965 -4.2901 -6.6719 0.049 0.041 -0.001 0.35
C -1.0980 -3.0231 6.2103 -0.024 0.024 0.015 -0.52
H 1.7980 1.7306 2.4029 -1.029 -0.969 -0.543 0.30
O 1.4451 -0.3465 2.2733 -3.176 0.598 0.575 -0.30
O 2.3914 -1.0326 -3.1239 -1.589 -2.331 -0.827 -0.42
H -1.1599 -3.8094 5.4663 0.028 0.063 0.030 0.40
H -2.6460 -3.8565 7.4459 0.054 0.046 0.004 0.41
H -0.3669 0.0283 -4.4778 -0.168 -0.846 0.957 0.35
I -4.8254 2.0133 0.5846 0.040 0.118 -0.618 -0.02
H -2.3095 0.8707 -5.0164 -1.096 -0.188 1.110 0.53
C -6.6232 -0.9801 8.2837 0.034 0.025 0.016 -0.39
H -2.4967 -2.0660 9.1483 0.021 0.017 -0.060 0.44
C -0.9397 -1.0037 8.1168 -0.005 -0.032 -0.034 -0.45
H -0.9331 -2.6999 -3.0349 1.335 0.508 -0.291 0.46
H 1.9676 0.9593 -0.0639 -1.229 0.398 0.655 0.13
H 5.5730 -0.5823 -5.3273 0.003 -0.098 -0.036 0.12
H -4.5235 2.1339 9.1948 -0.037 -0.060 -0.014 0.36
H -4.3614 3.4897 -2.1166 0.477 -1.205 -0.601 0.59
H 0.2412 0.3666 -0.0103 0.928 0.915 0.450 -0.05
H 0.6000 -0.1638 6.8750 -0.026 -0.063 0.018 0.38
C -4.5798 0.2823 8.1060 -0.066 0.017 -0.003 -0.30
O 0.5027 -2.3574 2.5972 -0.594 2.181 0.135 -0.50
C -0.1840 -1.9875 6.0515 -0.003 0.059 0.017 -0.34
C 6.4629 -0.7770 -0.6462 0.006 0.034 -0.068 -0.57
H -4.9244 -1.5966 7.1205 0.003 0.054 0.045 0.40
H -0.8783 -0.2160 8.8599 -0.005 -0.051 -0.034 0.41
C -6.3962 1.1127 9.4528 0.004 -0.045 -0.022 -0.34
C 5.5440 -1.3932 -6.0455 -0.006 -0.006 -0.077 -0.24
C -0.6120 -0.5000 -3.5111 0.178 0.439 1.344 0.01
H -0.7270 -0.7531 2.6751 1.285 0.491 -0.183 0.37
C -0.1084 -0.9754 7.0024 -0.059 -0.034 0.016 -0.46
C -3.4049 4.6305 -4.3524 1.798 0.790 0.122 -0.70
H -8.1515 -0.1239 9.5281 0.056 0.011 -0.031 0.35
C 0.3234 -1.1522 2.5412 1.890 -2.630 -0.486 0.23
C -2.1686 -0.3475 -3.1848 -0.348 -0.668 -0.837 -0.64
C 5.4688 -3.4745 -7.8886 0.006 0.031 0.018 -0.40
H 0.7738 3.3624 0.7434 -0.661 -0.721 -0.982 0.39
H -2.6476 -1.3388 -3.4990 0.425 1.304 0.553 0.60
H 8.4472 1.1458 -2.6131 -0.048 -0.035 0.026 0.36
O -1.9681 4.3261 -1.5315 0.101 -2.067 -0.845 -0.53
C -1.8500 -2.0423 8.2784 0.034 -0.011 -0.018 -0.41
C -2.9039 0.7808 -4.0448 1.317 -0.236 0.638 -1.39
C -4.2467 2.4700 -2.5968 -0.575 0.589 0.178 -0.65
C -1.2609 2.5815 -0.0011 0.857 -0.387 -1.452 -0.31
H 7.0508 -2.4311 -8.9010 -0.045 0.002 0.045 0.36
H 4.3272 0.0830 -3.1333 0.095 -0.015 0.078 0.54
C 5.2849 -0.7070 -1.3823 0.022 -0.001 0.010 -0.30
H 3.9719 -2.4438 -5.0251 0.105 0.064 -0.079 0.08
C 1.0161 1.0236 1.9698 0.594 0.374 -0.787 -0.70
O -4.8800 0.2154 -1.7320 0.498 2.263 0.028 -0.43
C -7.1511 -0.0083 9.1263 0.047 0.025 -0.020 -0.37
H 0.4685 -1.9691 5.1865 -0.039 -0.065 0.073 0.52
H -3.9626 0.4302 -4.2219 1.185 0.728 0.007 0.38
H 0.0053 0.0244 -2.7053 -0.907 -0.559 -1.080 -0.27
O -1.6907 2.1988 -2.4735 -1.159 1.160 1.312 -0.13
H -1.6896 3.2043 0.8360 0.287 -0.688 -1.249 0.39
H -2.3935 -0.1862 -2.0920 0.532 -0.381 -1.168 0.17
H -5.0536 2.4243 -3.4049 1.058 -0.112 1.026 0.56
H -1.5347 3.4181 -4.7944 -1.199 0.019 0.608 0.36
C -0.1644 -2.0475 -3.5407 -0.298 1.061 -1.737 -0.67
C 7.6013 -0.1143 -1.0918 -0.036 0.006 -0.005 -0.34
H 7.1078 -0.5717 -7.2685 -0.035 -0.059 0.016 0.37
C -2.6261 3.2737 -4.5524 -2.606 0.670 0.124 -0.61
H -1.6182 1.5095 0.0280 0.405 1.167 0.346 0.23
C -2.8597 2.2365 -3.3320 -0.257 -0.837 -1.905 0.80
C -1.9318 -3.0493 7.3229 0.035 0.046 -0.006 -0.40
H 8.5218 -0.1746 -0.5213 -0.060 0.010 -0.036 0.36
H 6.4936 -1.3491 0.2743 -0.003 0.023 -0.060 0.38
H 4.3978 -1.2277 -1.0376 0.026 0.042 -0.036 0.35
H 5.4388 -4.2855 -8.6079 0.006 0.046 0.046 0.36
C 5.2444 0.0303 -2.5599 0.076 0.117 -0.044 -0.22
C -3.6685 5.8168 -4.1823 0.481 -0.646 -0.653 -0.10
H -6.8096 1.8730 10.1061 0.027 -0.048 -0.037 0.36
H 6.3475 1.2807 -3.9168 0.010 -0.014 0.049 0.40
H -0.0607 -2.3057 -4.6471 0.003 -0.132 1.585 0.32
H -3.1167 2.7904 -5.4642 0.722 0.635 1.156 0.41
C 6.3731 -2.4315 -8.0546 -0.043 -0.003 0.034 -0.40
C -5.1115 1.2584 8.9412 -0.023 -0.044 -0.009 -0.46
O 1.3116 -2.1941 -1.2912 -0.030 -0.925 -2.881 -0.50
C 0.3627 2.6077 0.0012 -0.059 -0.564 -0.146 -0.61
C 4.6435 -2.4387 -5.8764 -0.005 0.016 -0.037 0.07
C 7.5600 0.6263 -2.2676 -0.031 -0.005 -0.020 -0.39
Cl 2.3394 -3.9542 -3.4168 -0.555 0.797 0.221 -0.25
C 4.6033 -3.4769 -6.8004 0.036 0.044 0.008 -0.31
C 6.3807 0.7008 -3.0007 0.044 -0.062 0.154 -0.54
H 0.0169 1.2312 2.4641 1.098 -0.130 -0.612 0.32
H -7.2147 -1.8512 8.0236 0.041 0.054 0.023 0.36
C -4.6375 1.3776 -1.5221 -0.114 -1.456 -0.780 -0.15
S 1.5116 -2.1576 -2.7591 0.384 2.482 3.452 1.02
H 0.6950 2.9262 -1.0432 -0.176 -0.503 1.465 0.36
C -1.7051 3.1432 -1.4337 0.290 1.252 2.203 0.15
```
Positions in Å, forces in eV/Å.

## Properties
HOMO-LUMO gap, eV: 8.54
Total energy, Eh: -3234.361265
SMILES string: C#CC[C@](CCCCS(=O)(=O)Cl)(CC(=O)I)OC(=O)CCCCOC=O.c1ccccc1.c1ccccc1.c1ccccc1.c1ccccc1
Largest force on an atom, eV Å⁻¹: 4.27
Energy relative to the best compared isomer or geometry (same formula, charge and spin), kJ/mol: 286.74

# 4
DFT (the ωB97M-V functional and the def2-TZVPD basis) results for C7H4ClKN2O10S as an isolated structure.

XYZ file:
```
26
Properties=species:S:1:pos:R:3:forces:R:3:nbo_charge:R:1
O 1.8210 0.5642 2.0409 0.116 -0.162 -0.162 -0.89
O -1.3813 2.2055 -0.4948 0.023 -0.112 0.019 -0.72
O 3.5499 -1.0576 2.0312 -0.055 0.108 -0.069 -0.86
C 0.2461 3.9403 -0.2275 0.120 -0.050 0.032 -0.16
N -2.0980 4.3741 -0.2150 0.102 -0.058 -0.027 -0.89
H 1.4271 2.1566 -0.4662 0.023 0.045 0.073 0.22
O -2.2862 -3.7778 -1.0062 0.018 -0.085 0.010 -0.52
N -1.6673 -2.7693 -0.6546 -0.114 0.112 0.009 0.71
H 3.5494 3.3315 -0.0711 0.017 0.025 0.000 0.23
C 2.6280 3.8978 -0.0787 -0.080 0.022 -0.006 -0.21
K -0.2583 -0.1176 0.2253 -0.027 0.016 -0.067 0.96
C 2.6313 5.2723 0.1458 -0.033 0.016 -0.007 -0.22
C 1.4413 5.9949 0.1782 -0.004 0.097 0.014 -0.23
O 3.9491 1.1028 1.1521 -0.112 -0.186 0.059 -0.87
O -1.7547 6.3693 1.3089 -0.062 0.063 -0.005 -0.98
O -1.6915 6.7023 -1.1183 -0.009 0.094 -0.023 -0.98
C 0.2647 5.3012 -0.0082 -0.240 -0.086 -0.046 -0.23
O -0.9813 -2.1190 -1.4771 0.032 -0.039 -0.050 -0.58
O 2.5278 -0.3931 -0.0015 -0.049 0.062 0.185 -0.89
H 3.5704 5.7885 0.3076 0.013 -0.020 -0.002 0.20
H 1.4339 7.0629 0.3580 0.020 -0.005 -0.002 0.21
S -1.4478 5.8230 0.0047 0.244 -0.159 0.046 2.29
O -1.7270 -2.3651 0.5353 -0.020 -0.082 0.035 -0.60
C 1.4282 3.2231 -0.2765 0.018 -0.035 -0.054 -0.16
Cl 2.9725 0.0490 1.3128 0.145 0.196 -0.003 2.53
C -1.1696 3.4104 -0.3346 -0.086 0.222 0.040 0.63
```
Positions in Å, forces in eV/Å.

## Properties
HOMO-LUMO gap, eV: 8.45
Total energy, Eh: -2589.219325
Largest force on an atom, eV Å⁻¹: 0.29
Energy relative to the best compared isomer or geometry (same formula, charge and spin), kJ/mol: 0.00
Net charge: -2